C47H44AlClN5O2P2S | the ωB97M-V functional and the def2-TZVPD basis

Its net charge is +1. The HOMO energy (spin up / spin down) comes out at -9.933 / -9.932 eV. As for the energy above the lowest of the compared OMol25 structures with the same formula, charge and spin: 0.0 kcal/mol.

Structure (XYZ):
```
103
Properties=species:S:1:pos:R:3:forces:R:3:lowdin_charge:R:1
H -3.68859 -3.90916 -2.72866 -0.334 -0.332 0.324 0.100
H 2.64079 0.87920 7.42112 0.069 0.177 -0.404 0.115
C 2.39664 3.80044 0.55710 1.023 -0.528 0.375 -0.060
C -3.03422 -1.52205 1.95922 0.654 -3.016 -1.979 -0.303
C 0.21882 3.50201 -1.16344 0.907 0.515 0.532 -0.074
C -2.15130 1.51915 -0.38331 -0.629 0.300 -0.190 -0.380
C 0.51794 0.63993 -4.02259 -0.978 0.338 -0.132 -0.235
C 2.06475 -1.77505 2.02470 0.026 0.615 -0.791 -0.662
Cl 2.53082 -4.40640 2.19260 -0.544 -1.069 -0.470 0.636
H -2.82587 -0.13048 -1.59840 0.073 -0.293 0.081 0.085
H -2.33801 -2.60886 -1.07692 0.027 -0.120 -0.297 0.082
C 3.92174 1.08454 5.66631 0.489 -0.381 0.167 -0.089
C -0.13550 1.01391 -5.35767 0.086 -0.061 -0.543 -0.482
H 3.98572 -2.63779 2.36245 -0.203 0.266 -0.217 0.088
H 1.28670 1.35879 -3.80277 0.587 0.144 0.243 0.108
H -1.55051 4.30851 5.85381 0.136 1.150 0.815 0.105
N -3.18669 -0.23666 2.30306 2.281 1.950 0.896 0.155
C -0.64245 1.69542 3.89705 0.879 -0.891 -0.887 -0.150
H -0.64614 3.39242 -1.79811 -0.074 0.280 -0.033 0.095
P 0.40801 -1.44465 -1.25033 -0.393 -0.916 0.043 1.027
C -3.11078 0.75437 -1.05312 -0.343 0.118 0.115 -0.082
C -2.53589 2.71121 0.22928 -0.960 -0.835 0.706 -0.091
H -5.20678 0.53680 -1.59910 0.621 0.195 0.318 0.120
H 2.09152 0.51605 -6.72273 -0.132 0.027 -0.046 0.041
H -1.17486 1.34769 -5.23281 0.312 0.081 -0.009 0.074
H -4.04675 1.97094 3.25622 0.911 0.145 0.550 0.127
H 4.89108 0.92071 6.14156 -0.457 0.612 0.475 0.109
C -4.18894 -2.32700 1.78409 0.775 0.835 0.735 0.000
C 2.17966 4.74530 -0.43673 -0.236 0.582 0.510 -0.060
C -2.12380 -4.10091 -4.12891 0.789 0.564 -1.255 -0.075
C -3.89267 3.07627 0.21509 0.455 -0.008 -0.508 -0.055
C 0.53582 2.50167 -0.23680 -0.703 0.328 0.045 -0.329
H 1.87340 -1.10625 -7.36787 0.348 -0.162 -0.203 0.020
H -4.89682 -4.42200 1.58184 1.082 1.570 0.381 0.144
C 2.81286 0.94527 3.53708 0.401 0.207 -1.104 -0.027
C 2.60527 -3.09655 -1.99102 -1.027 0.379 0.200 -0.103
H 1.90925 1.80199 1.14693 0.348 -0.655 1.201 0.047
C 1.54930 0.91447 5.59417 -1.200 -0.111 -1.398 -0.039
C 3.08211 -0.70387 -1.73976 -0.959 -0.048 -0.403 -0.108
H 0.82134 5.33874 -2.02128 0.101 0.554 -0.273 0.101
C -1.66864 -3.41104 1.77068 -0.031 0.069 -0.899 -0.096
H -1.37643 0.06669 -3.15658 -0.083 -0.259 -0.269 0.102
C -2.91676 3.22816 4.62081 -0.757 -1.096 -0.485 -0.060
H 2.85095 5.60765 -0.49501 -0.361 -0.274 -0.123 0.116
C 4.43050 -0.95801 -2.00322 0.305 0.894 0.405 -0.087
C 1.44298 -0.11667 -7.32688 -0.258 -0.286 -0.182 -0.401
H -2.61955 -5.35110 1.51932 0.042 0.649 0.209 0.120
H -1.80139 3.17544 0.88346 -0.294 0.559 -0.294 0.112
H -0.91627 1.68952 -2.73612 0.340 -0.410 -0.374 0.101
H 2.93516 -2.77659 3.76529 -0.306 0.337 -0.719 0.102
C -0.63385 -2.46211 -2.42035 0.401 -0.135 0.209 -0.334
C -2.74451 -4.26606 1.62441 -0.858 0.605 0.796 -0.038
C 3.95952 -3.34287 -2.13871 -0.032 0.739 0.536 -0.077
S -0.19640 -0.33413 -6.59641 -0.137 0.420 0.543 0.794
Al -0.32753 -0.44546 1.98618 0.777 -0.919 0.541 0.251
C -2.66353 -3.67818 -2.93730 -0.221 0.176 0.471 -0.100
C -4.86590 2.33708 -0.48010 2.025 -0.209 0.951 -0.047
H 0.94028 -2.60226 -3.89427 0.120 0.230 -0.204 0.085
H 0.46145 1.80718 -5.82483 -0.514 0.010 0.048 0.074
O 2.51679 -1.07585 1.13410 -0.326 0.376 0.185 0.031
C 1.62946 2.65402 0.60353 -0.683 0.349 -1.095 -0.094
C 4.86094 -2.26373 -2.11794 -0.108 -0.929 -0.876 -0.088
H 5.17198 -0.11778 -2.07129 -0.889 -0.916 0.151 0.123
C -1.66105 3.54520 5.14806 0.422 -1.350 -1.290 -0.044
H -5.14535 -1.84501 1.82669 -0.319 0.094 0.089 0.113
C 2.13468 -1.76237 -1.77931 0.988 0.005 -0.209 -0.368
C -4.03253 -3.67932 1.71507 -0.419 -2.750 -1.489 -0.052
H 0.37102 3.23415 5.12446 0.230 -0.460 -0.258 0.122
N 0.05049 0.21194 -1.63075 -0.688 -0.471 1.908 -0.409
H 1.30948 0.27421 -8.33455 0.302 0.094 0.087 0.030
N -1.76521 -2.07025 1.78047 -1.549 1.199 1.287 0.100
C -3.06265 2.20024 3.72431 -1.214 0.052 0.027 -0.002
C 2.94736 -2.78336 2.65277 1.231 -0.227 1.917 -0.521
H -2.72279 -4.71635 -4.81083 0.333 0.251 0.296 0.114
H -3.75627 3.75352 5.00938 -0.695 0.387 -0.177 0.104
C 2.68707 0.99164 6.33389 1.052 -0.390 0.317 -0.076
C -0.56580 2.86973 4.72011 1.168 -0.150 0.651 -0.002
C -4.45249 1.13556 -1.06011 -0.678 0.171 -0.709 -0.058
H 4.97421 1.25881 3.83956 -0.442 -0.242 -0.189 0.112
O 0.83146 -1.70559 2.44639 0.204 -0.138 0.004 -0.024
H 3.22685 3.83579 1.28581 -0.372 0.371 -0.701 0.123
H 2.91262 0.80050 2.44253 -0.157 0.325 0.884 0.093
H 5.88782 -2.50096 -2.35927 0.193 0.214 0.273 0.102
H 0.92962 -0.35134 -4.10242 0.384 -0.308 0.104 0.072
C -0.51028 0.67476 -2.90829 0.005 0.373 0.335 -0.269
H 4.32014 -4.36240 -2.19898 0.013 0.085 -0.224 0.106
C 1.56780 0.88227 4.15143 1.321 0.452 2.247 -0.262
H 0.56582 0.82318 6.07077 0.457 0.012 -0.069 0.125
P -0.46453 0.98198 -0.14514 1.322 -0.252 -1.611 1.031
N 0.34634 0.82779 3.49799 -1.971 0.978 -0.916 0.080
H 1.88012 -3.94361 -2.04893 0.659 0.812 0.181 0.119
C -0.07459 -2.85051 -3.64726 -1.748 -0.783 -0.307 -0.111
H -0.68977 -3.82624 1.83635 0.808 0.026 -0.220 0.102
N -1.98758 0.26317 2.62061 -3.380 0.715 0.894 0.016
C -1.95458 1.37240 3.40028 0.306 0.327 -0.898 -0.188
H -5.86940 2.69450 -0.44458 -0.607 -0.089 -0.254 0.102
H -4.17379 3.97957 0.72130 -0.164 0.295 0.182 0.103
C -1.93375 -2.91224 -2.04754 1.243 0.957 -0.177 -0.097
C -0.85418 -3.63721 -4.52745 0.175 -0.601 0.468 -0.054
H -0.45204 -3.98341 -5.49174 -0.122 0.357 0.539 0.113
H 2.72144 0.33586 -1.56026 0.362 -0.928 -0.161 0.104
C 1.06081 4.62879 -1.26133 -0.332 -1.358 0.087 -0.046
C 3.98724 1.14259 4.29039 -0.680 -0.533 -0.013 -0.070
```
Positions in Å, forces in eV/Å.

C47H44AsGeN2O3SW | the ωB97M-V functional and the def2-TZVPD basis

As for the expectation value of S²: 3.7928. Its net charge is +4. The HOMO energy (spin up / spin down) comes out at -17.546 / -17.489 eV. As for the energy above the lowest of the compared OMol25 structures with the same formula, charge and spin: 0.0 kcal/mol. Its spin multiplicity is 4.

Structure (XYZ):
```
100
Properties=species:S:1:pos:R:3:forces:R:3:lowdin_charge:R:1
H -5.89133 1.82784 3.28769 -0.007 0.031 -0.012 0.123
C -2.21205 4.73879 0.17963 0.015 -0.010 -0.042 0.067
C -0.80130 4.66173 0.15143 -0.059 -0.001 0.161 -0.157
H -0.91582 2.37365 -2.39830 0.008 -0.018 -0.008 0.021
H 4.08812 0.45773 -2.56306 0.006 -0.038 0.026 0.189
C -4.98510 1.79057 2.69810 -0.008 -0.022 -0.009 -0.042
C 2.21598 -0.06549 -3.29306 0.137 -0.272 0.080 -0.151
C 1.30235 3.49478 0.19139 0.020 -0.116 -0.033 -0.111
C -0.87679 -3.61379 -1.90624 0.154 -0.028 -0.080 -0.335
H -1.71690 2.64085 2.88745 0.029 0.016 -0.004 0.093
C -2.22237 -6.40484 1.70497 -0.005 -0.005 0.009 -0.027
H -3.97373 5.97318 0.19992 0.000 -0.008 -0.018 0.137
C 1.77310 -2.98704 -0.06145 -0.296 0.500 -0.184 -0.310
C 0.88767 1.85067 3.38774 0.020 -0.006 -0.032 -0.044
H 1.45637 -5.17441 1.63529 0.000 -0.014 -0.006 0.106
C -2.89230 5.96686 0.16730 0.005 0.035 -0.003 0.028
H -3.78291 2.73191 4.20586 -0.002 -0.009 0.007 0.118
H 5.36106 -1.55450 0.16145 0.006 -0.011 -0.002 0.133
C -2.46982 -2.95932 -3.55903 -0.009 -0.002 -0.010 -0.037
H -0.84232 -5.79053 -4.49035 0.002 0.001 0.002 0.128
H 4.09712 -1.04285 -3.23725 0.002 -0.014 -0.002 0.168
H -3.25699 -2.30098 -3.90124 0.010 0.008 -0.006 0.123
C 3.45221 -1.70573 1.12227 -0.093 0.136 0.098 -0.030
Ge -1.07745 1.65610 0.04773 -0.044 0.957 -0.347 0.882
C -0.50483 -4.72487 -2.66349 -0.041 -0.053 0.050 -0.084
H 0.88283 1.39846 -4.18404 -0.006 0.030 0.018 0.140
H -1.71218 0.79061 -2.32350 -0.021 0.008 0.006 0.009
C -3.84344 1.18500 0.67145 0.024 0.000 0.003 -0.115
H -0.20844 0.68885 6.94479 -0.006 0.007 0.001 0.132
C -0.79581 7.12318 0.09926 -0.008 0.005 -0.007 0.094
C -1.63484 1.76744 -1.84572 0.000 -0.205 -0.004 -0.211
H -2.58024 -4.22672 -5.28390 -0.006 -0.003 0.004 0.129
C 0.08236 -6.62105 2.41651 -0.001 0.010 0.001 -0.033
H 0.73435 2.94916 6.59603 0.001 0.001 0.000 0.129
C 2.00079 4.68992 0.15997 -0.039 0.042 0.013 -0.007
As -0.11272 -3.42920 -0.18893 -0.086 -0.302 0.126 1.357
C -2.19302 7.15456 0.12137 -0.023 0.005 -0.002 0.020
H 3.78311 -1.19743 2.02050 0.010 -0.019 -0.002 0.137
C 1.91857 1.32657 -3.85995 -0.045 -0.035 -0.090 -0.084
H -2.60890 2.25273 -1.91154 0.007 0.038 0.022 0.038
H -1.49959 -7.92809 3.02752 0.000 -0.001 -0.002 0.132
H 5.04883 1.05729 -4.53149 -0.002 -0.006 0.032 0.145
H 1.20588 2.18040 2.41283 0.069 0.054 -0.196 0.073
C -0.10000 3.42483 0.19575 -0.102 0.045 -0.027 -0.187
H 4.67869 -2.93252 -1.78075 0.003 -0.005 0.003 0.128
H -0.66013 -2.35998 2.59617 0.041 0.018 -0.053 0.064
C 3.95305 -2.67814 -1.01471 -0.047 -0.033 -0.033 -0.045
H -2.65634 -4.80776 0.34286 -0.001 -0.009 -0.008 0.119
H 0.84003 -7.14834 2.97972 0.001 0.001 -0.001 0.128
C 0.61770 2.27597 5.75810 -0.007 -0.016 -0.027 -0.028
H 1.83847 -0.84449 -3.95656 0.035 -0.025 0.023 0.190
C 0.42620 -5.51143 1.66171 -0.002 0.065 0.047 -0.083
H 0.21664 -5.44598 -2.29319 0.007 0.003 -0.010 0.118
H 1.84726 6.83910 0.10235 -0.006 0.002 0.007 0.143
C -1.89563 -5.30372 0.93445 0.020 0.013 -0.007 -0.070
N 0.12966 -0.39821 2.58178 0.348 0.164 -0.634 -0.098
C 4.34407 -1.91634 0.08057 -0.070 0.001 -0.012 -0.028
C 2.65521 -3.18737 -1.10821 0.133 -0.073 -0.011 -0.066
H 1.67409 -2.43141 2.01741 -0.443 0.658 -0.070 0.108
C -1.85660 -2.72499 -2.33816 0.002 0.004 -0.006 -0.094
C 2.91609 1.44984 -5.02498 -0.009 0.018 0.025 -0.103
H 2.46119 1.12029 -5.95641 0.003 -0.007 -0.001 0.135
C -1.23642 -7.05928 2.43866 -0.010 -0.003 0.001 -0.009
O 2.07442 0.32387 -0.86704 0.897 -0.399 -0.441 -0.122
C -0.03696 0.18320 4.85048 -0.047 0.008 0.025 -0.436
C 1.01725 2.68386 4.47704 0.002 0.032 0.008 -0.039
C 2.13913 -2.19757 1.06544 1.114 -1.696 -0.028 -0.205
C -5.00897 1.23943 1.42454 -0.009 -0.010 0.019 -0.051
C 4.10350 0.53977 -4.66959 0.007 0.058 -0.071 -0.042
O -0.68084 -1.88077 0.43799 0.151 -0.215 -0.785 -0.581
H 4.24781 -0.26756 -5.38294 -0.004 -0.013 0.016 0.145
H 2.09645 2.08104 -3.09006 0.005 0.005 0.010 0.133
C 0.34038 0.58224 3.56724 0.112 0.082 -0.057 -0.314
H 2.37064 -3.79151 -1.96269 -0.026 0.054 -0.026 0.122
H -2.79606 3.83004 0.23443 -0.014 0.059 -0.041 0.097
C -0.08691 5.89689 0.12009 0.024 -0.030 0.019 -0.147
W 0.51133 -0.38586 0.27651 -1.215 -0.018 3.109 1.554
C -0.56987 -4.85877 0.93086 0.030 -0.044 0.129 -0.339
C -0.37061 -1.47998 3.14644 -0.289 0.028 0.063 -0.471
H 1.88999 2.58278 0.21397 -0.038 -0.020 -0.003 0.072
C 0.08987 1.02040 5.95932 0.019 0.000 0.000 -0.038
C -1.11308 -4.93130 -3.89192 0.007 0.005 0.003 -0.034
H 1.43949 3.67143 4.34580 0.009 -0.011 0.006 0.121
H -2.71321 8.10276 0.10535 0.003 0.001 0.011 0.139
C -3.79748 2.29205 3.21712 0.019 -0.007 0.020 -0.052
H 3.08294 4.69277 0.16647 -0.002 0.000 0.012 0.127
C -2.09261 -4.05026 -4.33430 -0.012 0.002 0.005 -0.021
C 1.30762 5.90024 0.12470 -0.001 0.002 -0.023 0.058
H -3.24177 -6.76512 1.72529 0.000 0.001 -0.001 0.129
O 0.48273 -0.77251 -1.77497 0.448 -0.332 -0.718 -0.099
H -3.88362 0.75850 -0.32547 0.002 0.013 -0.002 0.099
H -5.93524 0.85804 1.01577 0.001 -0.009 0.007 0.120
H 3.23301 2.48033 -5.16241 0.003 -0.002 -0.012 0.134
C -2.64656 1.69094 1.18283 0.020 -0.349 0.103 -0.379
S -0.64775 -1.43110 4.80509 0.014 0.008 -0.027 1.213
H -0.23759 8.05157 0.07046 0.005 -0.003 -0.001 0.146
H -2.15382 -1.88314 -1.72596 0.002 -0.006 0.004 0.098
C -2.63101 2.23591 2.46805 0.001 -0.005 0.024 -0.122
N 3.71546 -0.10166 -3.33519 -0.038 0.103 0.062 0.124
C 1.62928 -0.26295 -1.92122 -0.809 1.198 -0.177 -0.535
```
Positions in Å, forces in eV/Å.

Calculated largest force on an atom, 3.666 3.338 eV/A (same order as the records).